Molecular formula: C47H42N4O11P2Ti
Method: DFT, the ωB97M-V functional and the def2-TZVPD basis

Structure (ORCA input):
```
! RIJCOSX wB97M-V def2-TZVPD def2/J DEFGRID3
* xyz 0 1
Ti 0.6227 0.0885 -0.4729
P 3.1759 1.9057 -3.1351
P 2.0456 -0.8438 -3.2528
O 0.5389 -0.7379 -3.7168
O -0.7082 2.1706 2.9314
O 1.2801 -1.0500 0.6406
O 3.2245 3.1114 -3.9843
O 2.1021 -0.9627 -1.7677
O -0.2882 1.0526 -1.5552
O 2.4351 -2.2511 -3.9272
O -2.8339 1.7033 1.3239
O 2.1229 1.6780 -2.1023
O 4.4221 -0.3705 -4.1242
O 4.6638 1.7270 -2.4149
N 1.8072 1.4680 0.6304
N -0.7776 0.7542 1.1155
N -0.7056 -1.5048 -1.1910
N -2.4967 -1.7822 1.2822
C -3.3561 3.0218 -2.2518
C -1.4693 1.3189 -2.2353
C -3.3026 -2.8250 1.4470
C -1.2141 -2.5219 4.6507
C 2.7074 0.5674 -5.5542
C 0.2863 -1.3744 3.1706
C 2.7930 -4.1594 1.9612
C -1.8460 0.8892 -4.7594
C -0.4907 -1.3856 4.3156
C 1.1076 2.2242 1.4736
C 1.6010 3.4045 2.0046
C -3.8961 4.2428 -1.8842
C -1.2087 1.5705 -3.7290
C -0.2346 -2.7607 -1.1335
C 3.0638 1.8174 0.3469
C 0.8360 -3.2233 -0.1607
C -1.6171 1.2371 -6.0869
C 0.3213 -2.4690 2.3109
C -0.7523 2.2744 -6.3985
C -1.7492 -3.4611 -2.8602
C 4.9476 -2.4290 1.8710
C -0.7241 -3.7492 -1.9842
C 3.6314 2.9819 0.8276
C -1.9862 4.6753 -0.5068
C 2.8748 3.8090 1.6454
C 5.1376 -3.7362 2.2889
C 2.5995 -2.8532 1.5225
C -4.5863 -2.7339 1.9527
C -4.2094 -0.3935 2.1684
C 1.2139 -2.3582 1.0689
C 4.0514 -4.5992 2.3382
C -1.1230 -3.6445 3.8441
C -3.2116 5.0775 -1.0123
C -2.1265 2.6156 -1.7462
C -2.2906 -2.1886 -2.8408
C -0.0976 2.9467 -5.3736
C -0.2396 1.7323 1.8954
C -5.0353 -1.4850 2.3517
C -2.1667 0.6904 1.3189
C 3.1699 0.3152 -4.1327
C -2.4121 0.1260 -1.9433
C -1.4462 3.4528 -0.8732
C -0.3643 -3.6166 2.6826
C 3.6877 -1.9921 1.4863
C -2.9473 -0.5826 1.5981
C -0.3228 2.5973 -4.0529
C -1.7505 -1.2252 -2.0034
H 0.5777 -4.2306 0.1642
H 1.7538 -3.2911 -0.7514
H -1.8305 -2.5401 5.5402
H -5.2126 -3.6122 2.0308
H 5.2353 2.3826 -2.8437
H 0.8732 -0.4996 2.9330
H -3.2784 0.1475 -2.5986
H -4.5166 0.6088 2.4278
H -0.3422 -4.5056 2.0626
H 0.3978 -0.5016 -4.6468
H -2.5361 0.0833 -4.5498
H 3.6183 1.1468 -0.2902
H 1.7561 1.0972 -5.5481
H -3.1368 -1.9449 -3.4680
H -3.8934 2.3926 -2.9525
H -1.4482 5.3221 0.1747
H -2.8975 -3.7866 1.1450
H 0.1953 3.1203 -3.2598
H -2.7616 0.2829 -0.9284
H -0.2986 -4.7427 -1.9402
H -0.5311 -0.5050 4.9436
H 3.2748 4.7466 2.0076
H 5.7863 -1.7446 1.8422
H 2.6217 -0.3645 -6.1183
H 4.1825 -5.6204 2.6729
H -3.6348 6.0328 -0.7311
H 0.9694 3.9801 2.6651
H 0.5957 3.7460 -5.6014
H 3.4419 1.2063 -6.0427
H -0.4801 3.1459 -0.4981
H 4.6405 3.2405 0.5418
H -1.6475 -4.5523 4.1164
H -2.1379 -4.2186 -3.5282
H -6.0212 -1.3631 2.7810
H 1.9567 -4.8447 2.0174
H 3.4007 -2.3297 -4.0068
H 6.1206 -4.0846 2.5778
H 3.5407 -0.9765 1.1435
H -0.5911 2.5540 -7.4316
H 4.9595 0.0454 -3.4309
H -4.8547 4.5478 -2.2842
H -2.1282 0.7002 -6.8767
*
```

Energy relative to the best compared isomer or geometry (same formula, charge and spin) (eV): 1.234
Lowest unoccupied orbital energy (eV): -0.504
Total energy (Ha): -4395.47690

Here are the Mulliken charges for atoms 1 to 5, given in e: -0.403 0.818 0.105 -0.820 -0.719